# 1
Computed, not measured: 8 unconnected molecules or ions with the total composition C36H70N2O16 in a non-equilibrium geometry, with wB97M-V/def2-TZVPD.

```
! RIJCOSX wB97M-V def2-TZVPD def2/J DEFGRID3
* xyz 0 1
O 21.076 13.605 -13.525
N 21.743 14.624 -13.578
O 22.779 14.636 -14.231
C 21.278 15.940 -12.988
C 22.015 17.119 -13.049
C 21.519 18.269 -12.476
C 20.316 18.369 -11.828
C 19.559 17.156 -11.646
C 20.056 15.969 -12.247
H 22.960 17.147 -13.571
H 22.053 19.201 -12.588
H 19.890 19.311 -11.515
H 18.688 17.221 -11.011
H 19.538 15.027 -12.149
O 21.874 21.768 -12.124
N 21.419 22.402 -11.133
O 20.989 21.858 -10.133
C 21.266 23.853 -11.238
C 20.628 24.560 -10.179
C 20.501 25.937 -10.249
C 21.046 26.564 -11.399
C 21.635 25.836 -12.412
C 21.694 24.500 -12.348
H 20.284 24.037 -9.299
H 20.042 26.444 -9.413
H 21.006 27.644 -11.403
H 22.053 26.380 -13.246
H 22.261 24.009 -13.126
C 25.083 13.654 -12.123
O 24.725 14.744 -11.343
C 25.357 16.018 -11.623
C 24.637 17.046 -10.778
O 25.259 17.160 -9.445
C 24.940 18.371 -8.850
H 26.128 13.422 -11.919
H 24.849 13.949 -13.146
H 24.489 12.759 -11.939
H 25.144 16.336 -12.644
H 26.430 15.956 -11.440
H 23.594 16.747 -10.667
H 24.550 17.984 -11.325
H 25.119 19.220 -9.510
H 25.728 18.417 -8.098
H 24.056 18.446 -8.216
C 18.464 19.458 -8.552
O 18.321 20.369 -9.537
C 17.084 20.430 -10.280
C 17.047 21.810 -10.938
O 18.164 22.106 -11.820
C 18.098 23.372 -12.422
H 17.575 19.311 -7.940
H 19.302 19.743 -7.915
H 18.718 18.510 -9.027
H 16.230 20.429 -9.602
H 17.132 19.574 -10.954
H 16.887 22.525 -10.131
H 16.177 21.908 -11.587
H 18.065 24.129 -11.639
H 17.151 23.516 -12.943
H 18.984 23.597 -13.017
C 20.660 14.722 -16.995
O 19.463 14.205 -17.481
C 19.367 12.813 -17.349
C 18.053 12.213 -17.959
O 17.899 10.903 -17.420
C 16.687 10.201 -17.706
H 21.524 14.428 -17.590
H 20.772 14.488 -15.937
H 20.707 15.799 -17.157
H 19.396 12.558 -16.290
H 20.243 12.326 -17.777
H 18.087 12.150 -19.046
H 17.222 12.851 -17.658
H 15.823 10.859 -17.614
H 16.646 9.427 -16.940
H 16.807 9.748 -18.690
C 23.112 7.813 -10.856
O 23.230 8.396 -12.162
C 23.030 9.760 -12.070
C 23.219 10.541 -13.422
O 22.438 10.045 -14.559
C 21.904 10.999 -15.469
H 23.298 6.746 -10.983
H 22.194 8.083 -10.336
H 23.889 8.138 -10.164
H 23.627 10.209 -11.276
H 22.007 10.009 -11.786
H 24.278 10.593 -13.674
H 22.851 11.537 -13.177
H 21.473 10.569 -16.372
H 22.684 11.689 -15.792
H 21.077 11.538 -15.006
C 19.510 13.331 -9.091
O 20.210 14.107 -10.004
C 21.541 14.424 -9.603
C 21.684 15.665 -8.767
O 20.948 15.557 -7.525
C 21.066 16.666 -6.668
H 19.244 13.912 -8.208
H 19.995 12.404 -8.783
H 18.577 12.954 -9.512
H 22.130 14.300 -10.512
H 21.934 13.695 -8.895
H 21.249 16.418 -9.424
H 22.738 15.934 -8.702
H 20.774 16.351 -5.666
H 20.306 17.348 -7.048
H 22.097 17.018 -6.649
C 16.419 15.596 -8.586
O 15.210 15.265 -9.280
C 15.412 15.086 -10.675
C 13.993 15.289 -11.282
O 13.563 16.599 -11.507
C 13.493 17.492 -10.489
H 16.144 15.940 -7.590
H 16.987 16.394 -9.065
H 17.096 14.787 -8.312
H 15.634 14.019 -10.665
H 16.207 15.721 -11.066
H 13.276 14.778 -10.640
H 13.840 14.771 -12.229
H 14.445 17.626 -9.975
H 12.734 17.095 -9.815
H 13.223 18.467 -10.895
*
```

As for the gap between HOMO and LUMO: 8.2 eV. As for the SMILES: O=[N+]([O-])c1ccccc1.O=[N+]([O-])c1ccccc1.COCCOC.COCCOC.COCCOC.COCCOC.COCCOC.COCCOC.

=====

# 2
Computed, not measured: 5 unconnected molecules or ions with the total composition C36H70N4O10 in a non-equilibrium geometry, with wB97M-V/def2-TZVPD.

```
! RIJCOSX wB97M-V def2-TZVPD def2/J DEFGRID3
* xyz 0 1
C -3.685 -5.320 0.420
C -4.622 -4.398 -0.419
C -6.060 -4.785 -0.135
C -6.564 -4.436 1.095
C -7.844 -4.787 1.441
C -8.592 -5.482 0.539
C -8.106 -5.826 -0.702
C -6.825 -5.469 -1.037
C -9.000 -6.610 -1.633
O -9.018 -6.426 -2.835
C -9.891 -7.597 -0.930
C -10.346 -7.272 0.268
C -9.992 -5.937 0.866
O -10.777 -5.278 1.518
H -4.144 -6.311 0.409
H -3.692 -4.961 1.450
H -2.673 -5.329 0.028
H -4.445 -3.359 -0.138
H -4.425 -4.578 -1.478
H -5.939 -3.905 1.802
H -8.239 -4.515 2.412
H -6.449 -5.772 -2.009
H -10.129 -8.562 -1.363
H -10.968 -7.943 0.852
C 3.391 -4.874 -0.964
O 3.575 -5.077 0.424
C 3.850 -3.883 1.154
C 2.681 -3.515 2.052
N 1.528 -3.053 1.285
C 0.304 -2.921 2.070
C -0.297 -4.182 2.688
O -0.804 -5.109 1.744
C 0.156 -5.996 1.195
H 3.354 -5.854 -1.439
H 2.451 -4.354 -1.174
H 4.222 -4.310 -1.394
H 4.120 -3.055 0.495
H 4.714 -4.096 1.791
H 2.994 -2.718 2.734
H 2.437 -4.402 2.651
H 1.356 -3.701 0.528
H -0.451 -2.497 1.401
H 0.471 -2.184 2.862
H -1.160 -3.868 3.282
H 0.388 -4.675 3.388
H 0.954 -6.231 1.903
H 0.581 -5.592 0.273
H -0.358 -6.923 0.936
C 5.954 1.393 -4.023
O 6.197 1.719 -2.668
C 5.405 2.801 -2.182
C 4.380 2.316 -1.179
N 3.332 1.533 -1.826
C 2.451 0.832 -0.893
C 3.061 -0.243 0.001
O 3.514 -1.397 -0.687
C 4.820 -1.294 -1.231
H 6.715 0.679 -4.334
H 4.972 0.928 -4.156
H 6.027 2.279 -4.661
H 4.933 3.359 -2.995
H 6.090 3.482 -1.669
H 3.929 3.181 -0.686
H 4.913 1.728 -0.420
H 3.761 0.850 -2.435
H 1.675 0.354 -1.498
H 1.945 1.567 -0.260
H 2.266 -0.598 0.662
H 3.846 0.152 0.656
H 5.467 -0.648 -0.633
H 4.787 -0.939 -2.264
H 5.257 -2.295 -1.250
C -4.195 0.539 1.846
O -3.998 1.766 2.523
C -3.967 1.649 3.941
C -2.573 1.908 4.479
N -1.660 0.826 4.130
C -0.254 1.117 4.396
C 0.406 2.258 3.622
O 0.542 2.016 2.234
C -0.603 2.328 1.455
H -4.367 0.763 0.795
H -3.313 -0.107 1.919
H -5.069 0.009 2.236
H -4.347 0.679 4.274
H -4.636 2.419 4.334
H -2.622 1.999 5.568
H -2.237 2.870 4.071
H -1.761 0.617 3.146
H 0.302 0.204 4.164
H -0.127 1.297 5.468
H 1.426 2.355 4.005
H -0.078 3.225 3.802
H -1.173 3.163 1.868
H -1.244 1.449 1.350
H -0.265 2.604 0.455
C 2.404 7.224 -5.506
O 3.012 8.265 -4.766
C 2.104 9.013 -3.965
C 2.334 8.748 -2.490
N 1.920 7.399 -2.122
C 2.336 6.988 -0.784
C 3.833 6.878 -0.499
O 4.488 5.839 -1.207
C 4.897 6.179 -2.522
H 3.147 6.831 -6.199
H 2.076 6.406 -4.856
H 1.552 7.595 -6.084
H 1.065 8.821 -4.246
H 2.310 10.070 -4.160
H 1.760 9.471 -1.903
H 3.400 8.915 -2.288
H 2.303 6.745 -2.791
H 1.899 6.000 -0.612
H 1.885 7.663 -0.050
H 3.939 6.624 0.559
H 4.359 7.830 -0.635
H 5.162 7.234 -2.617
H 4.116 5.920 -3.243
H 5.775 5.582 -2.768
*
```

As for the gap between HOMO and LUMO: 7.9 eV. As for the SMILES: CCc1ccc2c(c1)C(=O)C=CC2=O.COCCNCCOC.COCCNCCOC.COCCNCCOC.COCCNCCOC.

=====

# 3
Computed, not measured: a molecular structure, C36H71O25S in a non-equilibrium geometry, with wB97M-V/def2-TZVPD.

```
! RIJCOSX wB97M-V def2-TZVPD def2/J DEFGRID3
* xyz 1 1
C 0.910 -2.663 0.001
C 1.881 -1.509 0.334
C 1.952 -0.351 -0.633
O 2.361 0.655 -0.262
O 1.601 -0.446 -1.982
C 0.230 -0.211 -2.230
C 0.041 -0.052 -3.733
S 0.082 -1.571 -4.743
C 0.704 -3.029 -3.859
C -0.377 -4.125 -3.690
C -1.504 -3.721 -2.715
C -2.734 -4.581 -3.074
C -3.990 -4.197 -2.289
C -3.856 -4.108 -0.743
C -5.082 -3.329 -0.245
C -4.889 -1.831 -0.547
O -6.090 -1.214 -1.044
C -5.826 -0.815 -2.305
C -5.765 0.649 -2.644
O -5.636 -1.596 -3.160
H 0.404 -2.580 -0.952
H 0.191 -2.782 0.809
H 1.459 -3.603 -0.024
H 1.649 -1.114 1.315
H 2.879 -1.936 0.409
H -0.078 0.734 -1.772
H -0.445 -0.987 -1.856
H 0.849 0.579 -4.099
H -0.885 0.462 -3.988
H -1.226 -1.853 -4.968
H 1.139 -2.818 -2.886
H 1.499 -3.448 -4.470
H -0.766 -4.393 -4.670
H 0.131 -4.964 -3.220
H -1.739 -2.659 -2.835
H -1.235 -3.979 -1.697
H -2.467 -5.638 -3.016
H -2.911 -4.367 -4.132
H -4.275 -3.214 -2.659
H -4.780 -4.920 -2.467
H -2.922 -3.678 -0.379
H -3.902 -5.132 -0.368
H -5.142 -3.444 0.840
H -6.000 -3.745 -0.648
H -4.658 -1.351 0.402
H -4.080 -1.712 -1.263
H -6.438 1.241 -2.029
H -4.741 1.009 -2.572
H -6.049 0.727 -3.689
C -2.624 -4.820 4.834
O -1.534 -4.456 5.682
C -0.519 -3.862 5.057
O -0.460 -3.622 3.875
O 0.416 -3.583 5.962
C 1.581 -2.938 5.442
H -3.375 -5.289 5.463
H -3.057 -3.937 4.365
H -2.301 -5.534 4.077
H 1.322 -1.977 4.999
H 2.078 -3.575 4.711
H 2.254 -2.771 6.278
C -3.014 0.358 -5.876
O -1.665 0.310 -5.384
C -1.027 1.485 -5.393
O -1.476 2.530 -5.765
O 0.209 1.283 -4.907
C 1.018 2.468 -4.857
H -3.421 -0.648 -5.819
H -3.623 1.016 -5.260
H -3.035 0.681 -6.915
H 0.568 3.213 -4.205
H 1.163 2.874 -5.856
H 1.984 2.179 -4.451
C 2.529 2.095 2.273
O 3.484 2.731 3.123
C 3.590 4.051 2.946
O 2.965 4.709 2.155
O 4.509 4.509 3.796
C 4.733 5.919 3.721
H 2.542 1.035 2.514
H 1.529 2.487 2.461
H 2.797 2.219 1.233
H 3.824 6.467 3.962
H 5.095 6.201 2.734
H 5.493 6.166 4.456
C -3.493 -4.202 -10.708
O -2.662 -3.872 -9.590
C -2.159 -2.639 -9.627
O -2.343 -1.821 -10.486
O -1.407 -2.466 -8.530
C -0.800 -1.178 -8.437
H -3.836 -5.222 -10.560
H -4.357 -3.541 -10.752
H -2.927 -4.150 -11.636
H -1.559 -0.399 -8.393
H -0.125 -1.006 -9.273
H -0.223 -1.154 -7.515
C -4.984 6.035 -0.281
O -5.762 5.728 0.876
C -6.469 4.603 0.785
O -6.496 3.858 -0.163
O -7.143 4.443 1.923
C -7.955 3.269 1.970
H -4.462 6.966 -0.077
H -4.250 5.252 -0.469
H -5.625 6.172 -1.150
H -7.343 2.374 1.874
H -8.716 3.296 1.192
H -8.445 3.260 2.940
C 6.716 5.748 7.431
O 7.675 6.367 8.286
C 7.788 7.686 8.113
O 7.166 8.349 7.323
O 8.707 8.138 8.966
C 8.936 9.547 8.894
H 6.714 4.686 7.661
H 5.720 6.148 7.615
H 6.993 5.880 6.385
H 8.027 10.097 9.135
H 9.299 9.827 7.906
H 9.698 9.783 9.631
C 5.762 -0.363 5.102
O 6.669 -1.460 5.206
C 6.341 -2.353 6.143
O 5.376 -2.298 6.863
O 7.263 -3.315 6.141
C 7.039 -4.349 7.102
H 6.129 0.287 4.313
H 4.765 -0.712 4.834
H 5.730 0.200 6.033
H 6.096 -4.857 6.908
H 7.052 -3.944 8.112
H 7.852 -5.062 6.997
*
```

As for the gap between HOMO and LUMO: 9.3 eV.

=====

# 4
Computed, not measured: 3 unconnected molecules or ions with the total composition C36H72BrF4N3O5Si in a non-equilibrium geometry, with wB97M-V/def2-TZVPD.

```
! RIJCOSX wB97M-V def2-TZVPD def2/J DEFGRID3
* xyz 0 1
C 0.814 -3.061 0.723
C -0.013 -3.028 -0.556
O 0.484 -2.807 -1.599
O -1.321 -3.309 -0.371
C -2.183 -2.452 -1.151
C -3.427 -2.085 -0.361
C -3.215 -0.881 0.564
C -3.062 0.463 -0.234
C -1.811 1.170 0.307
C -1.587 2.651 -0.119
O -2.553 3.445 0.522
C -3.722 3.714 -0.243
C -4.945 3.852 0.721
C -4.686 3.289 2.121
C -6.254 3.332 0.058
C -7.415 4.365 0.198
C -6.771 2.012 0.661
C -0.179 2.956 0.541
C 0.041 4.337 1.180
C 1.115 4.363 2.265
O 2.304 3.682 1.912
Si 3.634 4.663 1.568
C 4.619 3.749 0.232
C 3.201 6.354 0.854
C 4.802 4.767 3.060
C 0.840 2.381 -0.457
O 1.941 2.035 -0.320
N 0.140 2.277 -1.723
C -1.187 2.938 -1.595
Br -2.204 2.077 -3.058
C -1.000 4.460 -2.027
F -1.374 5.336 -1.093
F -1.780 4.721 -3.089
C 0.433 4.825 -2.483
F 0.431 6.166 -2.679
F 0.750 4.283 -3.636
H 0.423 -3.882 1.329
H 1.835 -3.302 0.441
H 0.744 -2.115 1.257
H -2.517 -3.057 -2.002
H -1.644 -1.607 -1.583
H -4.232 -1.885 -1.073
H -3.679 -2.950 0.258
H -2.257 -1.058 1.074
H -3.959 -0.808 1.358
H -3.985 1.008 -0.058
H -2.967 0.156 -1.270
H -1.921 1.195 1.392
H -0.951 0.528 0.087
H -3.952 2.951 -0.987
H -3.663 4.666 -0.781
H -5.102 4.925 0.856
H -3.853 3.796 2.601
H -5.560 3.548 2.731
H -4.600 2.203 2.165
H -6.121 3.202 -1.020
H -7.959 4.510 -0.736
H -8.133 4.003 0.939
H -7.071 5.340 0.552
H -7.160 2.190 1.664
H -7.613 1.651 0.065
H -6.011 1.228 0.675
H -0.124 2.285 1.409
H 0.370 5.022 0.387
H -0.863 4.782 1.597
H 0.693 3.835 3.135
H 1.280 5.390 2.616
H 5.212 2.933 0.652
H 3.997 3.423 -0.603
H 5.347 4.455 -0.188
H 3.007 7.043 1.682
H 2.402 6.356 0.112
H 4.112 6.726 0.377
H 4.447 4.135 3.877
H 5.783 4.370 2.788
H 4.951 5.806 3.366
H -0.136 1.304 -1.858
H 1.167 4.642 -1.695
C -1.477 -9.493 -4.899
C -1.305 -8.555 -3.713
N -1.611 -7.170 -4.018
C -1.201 -6.248 -2.970
C -1.888 -6.358 -1.604
C -2.923 -6.922 -4.591
C -4.154 -7.352 -3.782
H -0.871 -9.169 -5.747
H -1.158 -10.499 -4.621
H -2.517 -9.562 -5.221
H -0.258 -8.611 -3.400
H -1.904 -8.937 -2.872
H -1.309 -5.223 -3.338
H -0.125 -6.379 -2.818
H -2.893 -5.937 -1.620
H -1.322 -5.790 -0.865
H -1.946 -7.387 -1.248
H -2.969 -7.417 -5.565
H -3.008 -5.858 -4.828
H -4.034 -8.339 -3.333
H -5.026 -7.396 -4.439
H -4.391 -6.639 -2.994
C 7.864 -3.033 3.004
C 6.776 -2.081 3.479
N 7.094 -0.682 3.263
C 6.182 0.224 3.943
C 4.715 0.233 3.501
C 7.441 -0.312 1.901
C 6.409 -0.579 0.797
H 8.820 -2.805 3.479
H 7.595 -4.058 3.265
H 7.997 -3.000 1.922
H 6.647 -2.241 4.553
H 5.825 -2.369 3.004
H 6.578 1.242 3.874
H 6.212 -0.017 5.011
H 4.582 0.758 2.555
H 4.112 0.762 4.243
H 4.301 -0.772 3.404
H 8.366 -0.830 1.632
H 7.714 0.747 1.883
H 5.938 -1.559 0.896
H 6.900 -0.551 -0.178
H 5.628 0.180 0.777
*
```

As for the gap between HOMO and LUMO: 8.3 eV. As for the SMILES: CC(=O)OCCCCC[C@@]1(OC[C@H](C)C(C)C)[C@H](CCO[Si](C)(C)C)C(=O)N[C@]1(Br)C(F)(F)C(F)F.CCN(CC)CC.CCN(CC)CC.

=====

Number 1: E_HOMO -0.3334 Eh. Number 2: E_HOMO -0.3113 Eh. Number 3: E_HOMO -0.4379 Eh. Number 4: E_HOMO -0.2953 Eh.